(1)
Entry from OMol25: a 2-piece molecular cluster, C5H15NS overall at a distorted geometry (the ωB97M-V functional and the def2-TZVPD basis).

Positions of all 22 atoms, in Å:
1 C 3.112 -0.034 0.135
2 C 1.887 -0.125 -0.754
3 C 1.186 -1.468 -0.623
4 N 0.940 0.950 -0.371
5 H 3.600 0.944 0.027
6 H 2.829 -0.174 1.182
7 H 3.831 -0.799 -0.144
8 H 2.179 0.015 -1.802
9 H 0.728 -1.553 0.356
10 H 1.896 -2.285 -0.776
11 H 0.392 -1.578 -1.368
12 H 1.397 1.850 -0.392
13 H 0.181 0.988 -1.042
14 C -3.785 0.203 0.745
15 C -2.358 0.458 0.298
16 S -1.199 0.423 1.708
17 H -4.126 1.003 1.397
18 H -3.846 -0.729 1.302
19 H -4.453 0.142 -0.113
20 H -2.295 1.434 -0.190
21 H -2.070 -0.289 -0.425
22 H -0.025 0.625 0.849

Atoms 1-6, force components in eV/Å:
-0.003 0.245 -0.026
-0.212 0.186 -0.137
0.005 0.005 -0.263
0.446 -0.331 -0.649
-0.073 -0.183 0.086
0.050 0.019 -0.059

The LUMO energy comes out at 0.0287 Ha. Its structure (SMILES) is CC(C)N.CCS. As for the multiplicity: 1. As for the energy above the lowest of the compared OMol25 structures with the same formula, charge and spin: 0.1743 eV. Its frontier orbital gap is 0.3227 hartree.

The net atomic charges from natural (NBO), expressed in e, are: -0.615, -0.043, -0.625, -0.808, 0.205, 0.217, 0.216, 0.170, 0.229, 0.215, 0.206, 0.377, 0.372, -0.610, -0.508, -0.224, 0.209, 0.210, 0.205, 0.191, 0.190, 0.218

(2)
Entry from OMol25: a 7-piece molecular cluster, C29H41Br12N3OS overall at a distorted geometry (the ωB97M-V functional and the def2-TZVPD basis).

Positions of all 87 atoms, in Å:
1 C 2.674 0.271 -2.223
2 C 1.564 1.369 -1.779
3 C 0.214 0.591 -1.373
4 N -0.873 0.619 -2.400
5 C -1.439 1.960 -2.604
6 C -1.024 2.755 -3.888
7 C -1.605 4.190 -4.117
8 N -1.380 5.143 -5.181
9 S -2.324 6.552 -4.845
10 N -3.137 6.175 -3.357
11 C -2.628 4.849 -3.113
12 C -3.029 3.973 -1.874
13 C -2.459 2.555 -1.567
14 C -2.958 1.844 -0.227
15 C -3.433 0.326 -0.401
16 O -3.030 -0.513 0.476
17 C -4.390 -0.239 -1.536
18 C -5.298 -1.462 -1.137
19 C -6.258 -2.142 -2.184
20 C -6.334 -1.620 -3.672
21 C -5.447 -0.386 -4.041
22 C -4.500 0.279 -2.996
23 H 2.314 -0.257 -3.191
24 H 3.680 0.771 -2.464
25 H 2.842 -0.541 -1.426
26 H 1.453 2.135 -2.618
27 H 1.971 1.843 -0.797
28 H -0.193 0.981 -0.374
29 H 0.516 -0.517 -1.206
30 H -0.474 0.272 -3.291
31 H -0.308 2.274 -4.630
32 H -3.799 4.421 -1.150
33 H -2.042 1.813 0.485
34 H -3.727 2.516 0.320
35 H -5.252 -1.860 -0.065
36 H -6.871 -3.033 -1.812
37 H -7.023 -2.174 -4.391
38 H -5.504 -0.022 -5.135
39 H -3.883 1.170 -3.347
40 Br 5.260 0.465 0.829
41 C 4.223 0.426 2.478
42 C 2.800 0.869 2.238
43 Br 2.681 2.803 2.048
44 H 4.752 1.045 3.201
45 H 4.250 -0.613 2.807
46 H 2.174 0.628 3.099
47 H 2.358 0.435 1.340
48 Br 4.413 -4.148 3.858
49 C 6.220 -3.422 3.791
50 C 6.575 -2.717 5.076
51 Br 5.717 -0.970 5.170
52 H 6.268 -2.773 2.916
53 H 6.870 -4.285 3.633
54 H 7.646 -2.515 5.121
55 H 6.277 -3.266 5.970
56 Br -0.028 7.123 -7.042
57 C -0.613 7.940 -8.712
58 C -1.853 8.776 -8.509
59 Br -3.441 7.657 -8.343
60 H -0.751 7.131 -9.430
61 H 0.223 8.564 -9.032
62 H -2.039 9.405 -9.381
63 H -1.810 9.401 -7.618
64 Br 7.859 0.106 9.423
65 C 5.982 0.254 8.920
66 C 5.109 -0.605 9.800
67 Br 5.234 -2.486 9.301
68 H 5.915 -0.003 7.863
69 H 5.736 1.310 9.049
70 H 4.057 -0.346 9.669
71 H 5.365 -0.540 10.858
72 Br 1.251 -3.609 1.500
73 C 0.262 -5.027 2.397
74 C -0.619 -4.474 3.489
75 Br 0.424 -4.015 5.072
76 H 0.996 -5.748 2.758
77 H -0.342 -5.491 1.615
78 H -1.331 -5.228 3.826
79 H -1.161 -3.575 3.194
80 Br -3.403 -6.524 2.798
81 C -4.156 -7.225 1.143
82 C -3.275 -6.903 -0.039
83 Br -3.471 -5.041 -0.580
84 H -5.164 -6.818 1.055
85 H -4.218 -8.305 1.294
86 H -3.575 -7.486 -0.911
87 H -2.215 -7.068 0.156

Atoms 1-6, force components in eV/Å:
-0.294 0.201 -0.648
1.010 -1.177 1.049
0.785 -0.310 0.588
0.002 1.773 -0.192
0.149 2.485 -2.228
-2.213 0.328 3.229

The LUMO energy comes out at -0.0392 Ha. Its structure (SMILES) is CCCNc1cc2nsnc2cc1CC(=O)c1ccccc1.BrCCBr.BrCCBr.BrCCBr.BrCCBr.BrCCBr.BrCCBr. As for the multiplicity: 1. Its frontier orbital gap is 0.2637 hartree.

The net atomic charges from Löwdin, expressed in e, are: -0.149, -0.212, -0.210, -0.026, -0.176, 0.043, -0.251, -0.316, 0.819, -0.242, -0.309, 0.047, -0.113, -0.082, -0.285, -0.003, -0.083, -0.013, -0.062, -0.062, -0.066, -0.008, 0.077, 0.071, 0.060, 0.100, 0.074, 0.110, 0.126, 0.116, 0.102, 0.106, 0.122, 0.134, 0.096, 0.082, 0.084, 0.092, 0.079, 0.609, -0.746, -0.685, 0.614, 0.023, -0.001, 0.063, 0.037, 0.598, -0.684, -0.656, 0.704, 0.050, 0.059, 0.064, 0.045, 0.642, -0.679, -0.690, 0.597, 0.053, 0.056, 0.056, 0.054, 0.595, -0.704, -0.690, 0.595, -0.024, 0.060, 0.059, 0.051, 0.576, -0.690, -0.724, 0.596, 0.054, 0.037, -0.032, 0.058, 0.675, -0.681, -0.697, 0.616, 0.053, 0.058, 0.058, 0.046